No. 1
A cluster of 2 separate species, CH5N2O2 in total at a distorted geometry, computed with ωB97M-V/def2-TZVPD.

ORCA input file:
```
! wB97M-V def2-TZVPD RIJCOSX def2/J DEFGRID3
* xyz -1 1
C -0.60926 0.89952 0.27982
N 0.15805 -1.79415 0.47479
N 0.35610 1.00781 -0.63868
O 0.23650 0.96389 -1.92265
O -0.80346 -1.03254 1.08037
H -1.43370 0.71154 -0.33254
H -0.43628 1.34494 1.15329
H 1.02713 -1.41116 0.77006
H 0.15038 -1.60020 -0.60008
H 1.35455 0.91034 -0.26437
*
```

Calculated values
ΔE to the lowest compared entry with this formula, charge and spin = 167.68 kcal/mol
Kohn-Sham gap (alpha / beta) = 6.427 / 6.428 eV
HOMO energy (alpha / beta) = -1.8 / -1.8 eV

No. 2
A cluster of 2 separate species, CH5N2O2 in total at a distorted geometry, computed with ωB97M-V/def2-TZVPD.

ORCA input file:
```
! wB97M-V def2-TZVPD RIJCOSX def2/J DEFGRID3
* xyz 1 1
C -1.52652 -0.54992 0.13757
N -1.15233 0.65260 0.34831
N 2.83013 0.37443 0.16579
O -0.77608 -1.52607 0.04312
O 1.64936 0.37896 0.03197
H -2.57116 -0.84937 -0.23185
H -1.83605 1.45008 0.09225
H -0.06955 0.88775 0.38820
H 3.25918 0.58463 -0.82365
H 0.19304 -1.40310 -0.15171
*
```

Calculated values
ΔE to the lowest compared entry with this formula, charge and spin = 34.75 kcal/mol
Kohn-Sham gap = 9.245 eV
HOMO energy = -14.4 eV

No. 3
An isolated molecule of CH5N2O3P at a distorted geometry, computed with ωB97M-V/def2-TZVPD.

ORCA input file:
```
! wB97M-V def2-TZVPD RIJCOSX def2/J DEFGRID3
* xyz 0 1
N -2.53936 -0.36179 -1.29533
C -1.31689 -0.84215 -0.48513
O -1.03491 -2.14966 -0.39990
O -0.50121 0.24638 0.11961
P 1.13887 -0.29960 0.39109
N 1.68476 0.54791 1.86385
O 2.16496 0.33295 -0.89733
H -2.15914 -0.31670 -2.28612
H -2.72054 0.62794 -0.99890
H 2.37844 -0.01699 2.40624
H 0.89476 0.88912 2.45522
H 2.01026 1.34260 -0.87331
*
```

Calculated values
ΔE to the lowest compared entry with this formula, charge and spin = 11.33 kcal/mol
Kohn-Sham gap = 9.325 eV
SMILES = NC(=O)OP(N)O
HOMO energy = -9.0 eV

No. 4
A cluster of 2 separate species, CH5N2S in total at a distorted geometry, computed with ωB97M-V/def2-TZVPD.

ORCA input file:
```
! wB97M-V def2-TZVPD RIJCOSX def2/J DEFGRID3
* xyz 1 1
C 0.08724 -0.17019 -0.41032
N -0.75800 -0.48773 -1.35574
N -0.24982 0.30455 0.76613
S 0.53539 0.95630 2.11023
H 1.10864 -0.34296 -0.80294
H -0.46156 -0.20299 -2.30046
H -1.78080 -0.54800 -1.25184
H -1.18254 0.53959 0.99966
H 2.70144 -0.04856 2.24527
*
```

Calculated values
ΔE to the lowest compared entry with this formula, charge and spin = 98.29 kcal/mol
Kohn-Sham gap (alpha / beta) = 8.839 / 6.819 eV
HOMO energy (alpha / beta) = -14.0 / -13.7 eV

No. 5
A cluster of 2 separate species, CH5N2Si in total at a distorted geometry, computed with ωB97M-V/def2-TZVPD.

ORCA input file:
```
! wB97M-V def2-TZVPD RIJCOSX def2/J DEFGRID3
* xyz 1 1
C -1.66371 -0.82926 -0.02944
N 1.99817 -1.42940 0.21246
N 1.73118 -0.35746 0.13697
Si 0.94660 1.36009 0.01356
H -1.90301 -0.30588 -1.05866
H -1.39892 -1.90138 -0.08365
H -2.12563 -0.44660 0.88320
H 1.22954 2.01801 1.31995
H 1.18578 1.89187 -1.39440
*
```

Calculated values
ΔE to the lowest compared entry with this formula, charge and spin = 86.44 kcal/mol
Kohn-Sham gap (alpha / beta) = 6.662 / 8.527 eV
HOMO energy (alpha / beta) = -13.6 / -13.9 eV

No. 6
An isolated molecule of CH5N3 at a distorted geometry, computed with ωB97M-V/def2-TZVPD.

ORCA input file:
```
! wB97M-V def2-TZVPD RIJCOSX def2/J DEFGRID3
* xyz 0 1
C -0.01815 0.21253 0.01146
H 1.99453 -0.10911 0.25167
H 1.05631 -1.55838 -0.15113
H -1.55416 -1.40668 -0.03560
H -2.02655 0.36066 0.04865
H 0.83574 2.00975 -0.02587
N 1.08338 -0.57726 -0.04401
N -1.29004 -0.41454 -0.00671
N -0.08105 1.48303 -0.04846
*
```

Calculated values
ΔE to the lowest compared entry with this formula, charge and spin = 18.08 kcal/mol
Kohn-Sham gap = 9.479 eV
SMILES = N=C(N)N
HOMO energy = -8.6 eV

No. 7
An isolated molecule of CH5N3, computed with ωB97M-V/def2-TZVPD.

ORCA input file:
```
! wB97M-V def2-TZVPD RIJCOSX def2/J DEFGRID3
* xyz 0 1
C -0.20476 0.16292 0.89043
H 1.32520 0.74103 -1.26389
H -0.23263 1.11106 -1.80466
H -0.16865 -1.29115 -0.53688
H -0.14216 1.25684 0.96547
H -0.43195 -1.52544 1.67010
N 0.38752 0.37650 -1.47149
N -0.17818 -0.30355 -0.39705
N -0.35440 -0.52821 1.94796
*
```

Calculated values
ΔE to the lowest compared entry with this formula, charge and spin = 43.01 kcal/mol
Kohn-Sham gap = 10.338 eV
SMILES = [H]/N=C\NN
HOMO energy = -9.3 eV

No. 8
A cluster of 3 separate species, CH5N3 in total at a distorted geometry, computed with ωB97M-V/def2-TZVPD.

ORCA input file:
```
! wB97M-V def2-TZVPD RIJCOSX def2/J DEFGRID3
* xyz 0 3
C 0.30604 -0.51042 0.70033
N 0.50465 -1.79549 0.67631
N 1.90561 -3.31622 -1.51935
N 2.53176 -3.23966 -2.41636
H -2.74008 -2.96143 -3.41838
H 1.08789 0.18112 1.16195
H -0.74361 -0.05906 0.36205
H -2.50334 -2.52895 -3.98872
H 1.47678 -2.12100 0.82709
*
```

Calculated values
ΔE to the lowest compared entry with this formula, charge and spin = 5.20 kcal/mol
Kohn-Sham gap (alpha / beta) = 7.292 / 8.915 eV
HOMO energy (alpha / beta) = -6.0 / -11.1 eV
Expectation value of S² = 2.006

No. 9
An isolated molecule of CH5N3O at a distorted geometry, computed with ωB97M-V/def2-TZVPD.

ORCA input file:
```
! wB97M-V def2-TZVPD RIJCOSX def2/J DEFGRID3
* xyz 0 1
C -0.63619 -1.36242 -0.97325
N -0.64348 0.19750 1.05794
N 0.54086 2.07410 1.33648
N 0.26400 0.92181 0.60990
O -1.05168 -0.83925 0.27651
H 0.18365 -2.09558 -0.91709
H -1.50633 -1.85923 -1.27160
H -0.34607 -0.58411 -1.54196
H 0.20692 2.02828 2.27132
H 1.45794 2.38173 1.04814
*
```

Calculated values
ΔE to the lowest compared entry with this formula, charge and spin = 83.27 kcal/mol
Kohn-Sham gap = 10.254 eV
SMILES = CO/N=N/N
HOMO energy = -9.0 eV

No. 10
A cluster of 2 separate species, CH5N3O in total at a distorted geometry, computed with ωB97M-V/def2-TZVPD.

ORCA input file:
```
! wB97M-V def2-TZVPD RIJCOSX def2/J DEFGRID3
* xyz 0 1
C -0.28248 -0.53088 0.38041
H 2.67984 -0.61127 -0.63198
H 2.04497 -1.44294 0.74352
H -0.26046 -1.56905 0.93401
H -1.93816 0.35371 1.06709
H 0.43313 1.30440 -0.98779
N 1.80611 -1.09043 -0.23023
N 0.74659 -0.28845 -0.34636
N -1.41955 0.25810 0.23912
O -1.14956 1.62448 -0.13063
*
```

Calculated values
ΔE to the lowest compared entry with this formula, charge and spin = 148.23 kcal/mol
Kohn-Sham gap = 7.794 eV
HOMO energy = -7.9 eV